Entry 1:
{
  "formula": "C2H4CuNaO2",
  "method": "ωB97M-V/def2-TZVPD",
  "e_homo_ev": [-13.40, -13.03],
  "gap_ev": [8.9, 8.5],
  "total_charge": 1,
  "spin_multiplicity": 2,
  "s2": 0.76,
  "species": ["O", "C", "C", "O", "Na", "Cu", "H", "H", "H", "H"],
  "xyz": [[-1.16897, -0.01979, -0.87057], [1.22797, -1.51191, 0.16086], [2.09605, -0.60463, 0.92875], [1.01036, 0.03682, 0.27192], [-1.07809, 0.80079, 1.21786], [0.23557, 0.92642, -1.62206], [1.87414, -2.08718, -0.51280], [0.46662, -2.29396, 0.20786], [3.02120, -0.26768, 0.45211], [1.97955, -0.57428, 2.01570]],
  "forces_ev_per_a": [[-0.2034, 0.4386, -0.0658], [1.8242, -0.2186, -0.2680], [-0.7062, -0.1659, 1.6982], [-0.1924, -2.0512, -1.3203], [-0.1829, -0.1990, -0.2721], [-0.3061, -0.2027, -0.1963], [-0.0695, 1.6932, -1.7415], [-0.8423, 1.2307, 1.8218], [0.0978, -0.6929, 0.6040], [0.5808, 0.1679, -0.2602]]
}

***

Entry 2:
{
  "formula": "C2H4F2N2S",
  "method": "ωB97M-V/def2-TZVPD",
  "e_homo_ev": -8.71,
  "gap_ev": 8.8,
  "total_charge": 0,
  "species": ["N", "N", "C", "S", "C", "F", "F", "H", "H", "H", "H"],
  "xyz": [[-0.81035, -1.01308, 1.84384], [0.14273, -0.17284, 1.17407], [-0.03953, -0.17063, -0.10150], [-0.90709, -1.35111, -0.91944], [0.89067, 0.80406, -0.70180], [0.06076, 1.87538, -1.05105], [1.51741, 1.22219, 0.50744], [-1.74098, -0.98389, 1.17673], [-0.31924, -2.00158, 2.06050], [0.33390, 0.70868, 1.60543], [1.60279, 0.51731, -1.54463]],
  "forces_ev_per_a": [[-0.3683, -0.8434, 0.3803], [-3.8839, -2.8419, 3.1939], [0.3471, -3.0904, -3.3072], [0.5095, 1.2672, -0.4142], [-0.7019, 2.1011, 0.5866], [1.3537, -0.6221, -0.3364], [2.5189, 1.9690, -3.1746], [3.1155, -1.1425, 2.1335], [-2.0164, 2.9139, -1.2941], [0.0390, -0.2221, 0.8084], [-0.9131, 0.5112, 1.4238]]
}

***

Entry 3:
{
  "formula": "C2H4F2S2",
  "method": "ωB97M-V/def2-TZVPD",
  "e_homo_ev": -9.37,
  "gap_ev": 9.8,
  "total_charge": 0,
  "species": ["F", "C", "F", "C", "S", "S", "H", "H", "H", "H"],
  "xyz": [[0.83362, 0.24955, 1.47020], [-0.44418, 0.00302, 1.48942], [-1.08415, 0.65057, 2.47753], [-1.34663, 0.29127, 0.08897], [-1.06482, -0.75438, -1.39479], [0.91145, -1.27027, -1.71785], [-0.55400, -1.09444, 1.66160], [-2.44450, 0.05476, 0.30670], [-1.37059, 1.38463, 0.03242], [0.97428, -0.28779, -2.64199]],
  "forces_ev_per_a": [[1.4193, 1.3177, -0.3164], [-3.9379, -3.2467, -2.5685], [0.2609, 0.7183, 0.4132], [0.5002, 0.0975, 2.4087], [-0.4681, -0.0514, 0.6779], [-0.5552, 0.9983, -0.0970], [0.0397, 0.6312, 0.1598], [1.5787, -0.0940, 0.1043], [0.5031, -0.0651, -0.8840], [0.6595, -0.3058, 0.1020]]
}

***

Entry 4:
{
  "formula": "C2H4F3N",
  "method": "ωB97M-V/def2-TZVPD",
  "e_homo_ev": [-10.80, -8.30],
  "gap_ev": [11.3, 7.4],
  "total_charge": 0,
  "species": ["C", "C", "N", "F", "F", "F", "H", "H", "H", "H"],
  "xyz": [[-0.16932, 0.15262, -0.80209], [0.39028, -1.22830, -0.52174], [2.93349, -0.26877, -0.45310], [0.06232, -1.87248, 0.59272], [2.37615, 0.90212, -0.04655], [3.61974, -0.65055, 0.75692], [-0.04903, 0.51650, -1.80217], [-1.21328, 0.12328, -0.59107], [0.34629, 0.98926, -0.12417], [0.62086, -1.89909, -1.25279]],
  "forces_ev_per_a": [[1.6958, 0.5446, 2.4855], [-0.1125, 2.6259, 0.6445], [0.2883, -0.2084, 2.1621], [-0.2483, 0.4986, 0.4473], [0.6597, -0.0494, -0.3065], [-1.0006, 0.2556, -1.8106], [0.3387, -0.3476, -0.6909], [-0.9800, 0.1957, 0.3411], [-1.3891, -1.9391, -1.2002], [0.7481, -1.5758, -2.0726]]
}

***

Entry 5:
{
  "formula": "C2H4F3O4STl",
  "method": "ωB97M-V/def2-TZVPD",
  "e_homo_ev": -18.19,
  "gap_ev": 2.2,
  "total_charge": 2,
  "species": ["Tl", "C", "F", "F", "F", "S", "O", "O", "O", "C", "O", "H", "H", "H", "H"],
  "xyz": [[-1.81793, -1.46852, 0.34991], [0.88533, 2.29255, -2.94202], [0.52429, 3.47471, -3.45056], [1.51611, 1.68283, -3.93238], [1.70474, 2.44745, -1.88514], [-0.69050, 1.31591, -2.42086], [-1.60720, 2.33570, -1.90103], [-1.15360, 0.61780, -3.63110], [-0.43995, 0.35700, -1.30973], [0.28230, -1.88144, 3.69450], [-0.33893, -2.57375, 2.64611], [1.24452, -1.52237, 3.32942], [-0.34264, -1.06095, 4.04713], [0.35663, -2.52727, 4.56942], [-0.12318, -3.48965, 2.83633]],
  "forces_ev_per_a": [[0.0809, -0.0479, 0.1069], [6.5441, 5.2396, -3.2405], [-0.6864, -1.8305, 1.6673], [-1.4073, -0.8229, 1.8868], [-2.7090, -1.0582, -1.3631], [-6.7201, -4.8713, 2.8016], [1.5868, 1.3094, -0.6638], [1.9394, 1.2167, 0.0263], [1.3761, 0.7548, -1.0622], [-0.5380, -0.0333, 1.2341], [0.0374, 0.0695, -0.6359], [0.3650, 0.3323, 0.1432], [0.0354, 0.5018, -0.3987], [0.5003, -0.0409, -0.1107], [-0.4044, -0.7191, -0.3913]]
}

***

Entry 6:
{
  "formula": "C2H4F5IO3SSi2",
  "method": "ωB97M-V/def2-TZVPD",
  "e_homo_ev": -10.51,
  "gap_ev": 9.1,
  "total_charge": 0,
  "species": ["O", "S", "O", "Si", "O", "Si", "I", "C", "F", "F", "C", "F", "F", "F", "H", "H", "H", "H"],
  "xyz": [[-1.65907, 1.17621, 2.27106], [-1.02138, 0.32338, 1.10500], [-1.32495, -1.15706, 1.46623], [1.09591, 0.72599, 1.16345], [2.05014, -0.59167, 1.90141], [2.14471, -1.80321, 0.59657], [4.11030, -1.35733, -0.85396], [-1.90021, 0.81728, -0.46929], [-3.16769, -0.00542, -0.50481], [-2.39054, 2.24581, -0.44369], [-1.11216, 0.45975, -1.86258], [-0.79287, -1.01185, -1.98905], [-2.11140, 0.71040, -2.96934], [0.04457, 1.32925, -2.17562], [1.30074, 1.92597, 1.99236], [1.70341, 1.01350, -0.13140], [0.93718, -1.61007, -0.20550], [2.09330, -3.19093, 1.10917]],
  "forces_ev_per_a": [[2.6420, -1.7674, -4.7570], [-5.7757, -2.4763, 7.5750], [1.6375, 4.2245, -2.6265], [4.2623, -0.8698, 1.8145], [-2.0906, 0.4737, -3.4811], [0.3417, 0.8345, 1.5090], [-0.6261, -0.1683, 0.5673], [-4.3382, 0.7427, -1.7848], [4.3038, 2.5936, 0.1194], [2.2285, -4.8210, -0.2369], [-0.9392, -0.3000, -4.1926], [-0.7003, 5.5414, 0.8242], [3.5475, -0.7926, 3.7592], [-3.8406, -3.3708, 1.4637], [-0.5062, -0.2581, 0.1165], [-0.4105, -0.1615, -0.4880], [-0.0799, 0.2231, -0.2665], [0.3439, 0.3523, 0.0845]]
}

***

Entry 7:
{
  "formula": "C2H4FI",
  "method": "ωB97M-V/def2-TZVPD",
  "e_homo_ev": -8.63,
  "gap_ev": 8.7,
  "total_charge": 0,
  "species": ["C", "C", "F", "I", "H", "H", "H", "H"],
  "xyz": [[0.20773, 0.34620, -0.44113], [-1.57090, -0.91836, 0.51733], [-1.48081, -2.10050, -0.02971], [-3.26058, 0.23106, -0.08087], [-0.38255, 0.89277, -1.21608], [0.64049, 0.96553, 0.25296], [0.75447, -0.47885, -0.79610], [-1.51437, -0.78487, 1.68979]],
  "forces_ev_per_a": [[-4.6009, -1.6898, -0.8113], [2.3400, 4.2069, 1.0261], [-0.0821, -0.8701, 0.1621], [-0.0220, -0.3190, -0.0472], [0.5217, -0.6541, 0.7374], [0.9401, 1.1577, 1.7967], [0.7514, -0.7996, -0.3668], [0.1518, -1.0320, -2.4970]]
}

***

Entry 8:
{
  "formula": "C2H4FN",
  "method": "ωB97M-V/def2-TZVPD",
  "e_homo_ev": -10.00,
  "gap_ev": 10.0,
  "total_charge": 0,
  "species": ["C", "C", "N", "F", "H", "H", "H", "H"],
  "xyz": [[-0.80585, 0.43210, 0.06848], [0.17006, -0.60123, 0.12648], [-1.07889, 1.59095, 0.03790], [-2.72322, -0.64001, -0.01078], [1.12338, -0.20414, 0.48155], [0.28398, -1.02387, -0.87062], [-0.18351, -1.39267, 0.78731], [-1.99453, 2.00528, -0.01879]],
  "forces_ev_per_a": [[-2.7950, 1.0816, -0.0856], [0.3233, -1.1028, 0.0581], [0.5092, -1.1983, 0.0583], [2.3688, 1.1019, 0.0833], [-0.1186, 0.1166, -0.0469], [0.0047, -0.0336, -0.0150], [-0.0287, 0.0757, -0.0398], [-0.2637, -0.0411, -0.0124]]
}

***

Entry 9:
{
  "formula": "C2H4FN3",
  "method": "ωB97M-V/def2-TZVPD",
  "e_homo_ev": -8.29,
  "gap_ev": 8.4,
  "total_charge": 0,
  "species": ["C", "C", "N", "N", "N", "F", "H", "H", "H", "H"],
  "xyz": [[0.23928, 0.87160, 0.27530], [-0.98029, 0.13725, -0.20318], [-1.00566, -0.76427, -1.18365], [-0.75341, -1.43315, -2.08031], [1.21190, -0.03993, 0.68812], [-1.75411, -0.38970, 0.79307], [0.82458, 1.50250, -0.47864], [-0.08957, 1.43863, 1.22677], [1.41975, -0.43480, -0.28103], [0.88754, -0.88812, 1.24356]],
  "forces_ev_per_a": [[-1.0829, 1.9180, 1.0149], [-1.5723, -1.3633, -1.6581], [2.2482, 1.0636, -0.1922], [-0.9411, 0.7475, 0.8574], [2.3450, -3.8317, -1.1250], [-0.3380, 0.4554, 0.8441], [-1.7246, -0.2923, 0.9211], [0.1975, -0.2406, -1.8966], [0.7437, -0.1906, 2.0296], [0.1244, 1.7342, -0.7952]]
}

***

Entry 10:
{
  "formula": "C2H4FNO",
  "method": "ωB97M-V/def2-TZVPD",
  "e_homo_ev": -10.12,
  "gap_ev": 10.9,
  "total_charge": 0,
  "species": ["C", "N", "F", "C", "O", "H", "H", "H", "H"],
  "xyz": [[0.70691, -0.31215, -0.08365], [-0.31307, 0.71416, 0.05769], [-0.05735, 1.92278, -0.58460], [-1.66376, 0.59593, 0.23057], [-2.33445, -0.38372, 0.51141], [0.53366, -1.22379, -0.70832], [1.71351, 0.14042, -0.27208], [0.80529, -0.79181, 0.98638], [-2.01854, 1.56787, 0.27142]],
  "forces_ev_per_a": [[1.1101, -1.3896, 2.4320], [0.1323, -1.0221, -0.4343], [0.5284, -0.2123, -0.1045], [-0.0521, -2.1233, 1.0225], [1.3154, 0.4834, -0.4837], [-0.3361, 1.3008, -0.1763], [-1.1610, -0.2170, -0.0712], [-0.1649, 0.9910, -1.8404], [-1.3720, 2.1891, -0.3442]]
}